{"formula": "C42H43AsN4O2Rb", "method": "wB97M-V/def2-TZVPD", "elements": ["C", "C", "H", "H", "C", "H", "C", "C", "H", "H", "H", "C", "H", "O", "H", "N", "H", "H", "C", "H", "H", "C", "C", "C", "C", "H", "O", "H", "C", "H", "H", "C", "C", "C", "H", "H", "C", "H", "Rb", "H", "C", "C", "H", "H", "C", "H", "H", "C", "As", "C", "H", "H", "C", "H", "C", "H", "C", "H", "C", "C", "H", "C", "C", "N", "H", "H", "H", "C", "H", "H", "C", "C", "C", "H", "N", "H", "C", "C", "H", "C", "H", "C", "C", "H", "H", "N", "C", "C", "C", "C", "H", "H", "C"], "xyz": [[-2.92, -3.34, -2.97], [-3.40, -0.19, 4.38], [5.31, -1.29, -4.17], [4.26, -3.45, -4.71], [-2.01, 2.25, 0.61], [0.07, 2.29, -1.19], [4.54, -1.68, -3.53], [-2.87, -3.33, -1.59], [-3.87, -3.33, -3.48], [2.63, -9.01, -0.39], [-3.78, -3.32, -1.01], [1.05, -3.03, 3.21], [0.28, -8.36, -0.77], [-1.22, -1.80, 2.03], [-2.93, -3.12, 5.97], [1.34, 2.05, 0.43], [0.67, -2.54, 2.31], [-1.24, 4.14, 0.13], [1.04, -7.60, -0.68], [3.07, -2.07, 1.75], [0.39, -3.34, -3.65], [-0.52, -3.34, -3.07], [2.53, -2.71, -1.88], [-2.83, -2.33, 5.23], [2.36, -7.96, -0.46], [4.52, 3.82, 1.56], [2.50, -0.17, 1.86], [-2.26, 1.93, -0.41], [4.62, -0.97, 3.70], [6.27, 0.90, 4.09], [-1.60, -3.30, 0.15], [-1.80, -1.53, 3.10], [-1.12, -3.67, 4.24], [3.94, -2.90, -3.83], [7.03, 3.91, 2.30], [2.69, -4.35, 3.74], [3.34, -6.98, -0.36], [-5.58, -0.89, 6.08], [0.27, -0.46, 0.44], [2.66, 3.63, 0.49], [-1.74, -3.34, -3.71], [2.34, -3.77, 2.88], [4.61, -0.04, -2.15], [2.88, -0.93, -0.68], [3.14, -1.49, -1.58], [4.23, -3.41, 1.91], [5.31, -0.95, 4.54], [-0.84, 3.22, 0.55], [1.19, -3.39, -0.64], [-0.46, -3.35, -1.68], [-3.32, 1.60, 2.64], [-3.99, 0.72, 4.49], [2.43, 2.59, 0.78], [-0.34, -5.98, -0.96], [3.47, 1.98, 1.61], [-0.50, 3.46, 1.56], [4.51, 0.24, 3.03], [0.86, 3.78, -0.68], [-1.88, -2.50, 4.19], [5.55, 2.45, 2.85], [1.21, -2.25, 3.97], [-1.64, -3.33, -0.94], [-2.55, 0.85, 2.38], [4.08, -2.18, 3.56], [-4.55, -1.83, 7.17], [0.38, -4.90, 3.85], [-1.53, -4.47, 4.85], [6.62, 3.45, 3.20], [6.22, 4.24, 3.83], [4.37, -7.26, -0.20], [1.67, -5.27, -0.68], [4.14, -0.99, -2.40], [4.51, 2.81, 1.96], [-1.78, -3.33, -4.80], [0.05, -3.96, 3.70], [-2.89, 2.79, 0.99], [-4.56, -0.99, 6.47], [2.99, -5.64, -0.46], [4.37, -2.84, 4.27], [-3.58, -1.20, 5.36], [2.52, -4.38, -3.23], [2.95, -3.41, -3.01], [0.69, -6.26, -0.78], [7.44, 2.97, 3.74], [3.76, -4.88, -0.39], [-1.80, 1.04, 1.38], [3.45, -2.83, 2.42], [3.42, 0.61, 2.12], [-2.56, -0.29, 3.30], [5.51, 1.20, 3.39], [-4.34, -0.08, 7.03], [2.14, -4.48, 2.07], [0.39, 2.85, -0.30]], "total_charge": 1, "total_energy_ha": -4255.43266, "largest_force_ev_per_a": 0.78}


{"formula": "C42H43AuOP3S", "method": "wB97M-V/def2-TZVPD", "elements": ["C", "H", "H", "C", "C", "C", "H", "C", "O", "C", "C", "C", "P", "C", "C", "C", "H", "C", "C", "H", "H", "H", "H", "C", "P", "C", "H", "S", "C", "C", "C", "H", "H", "H", "C", "H", "C", "C", "C", "C", "H", "P", "C", "C", "H", "C", "H", "H", "H", "H", "C", "H", "H", "H", "H", "H", "C", "H", "H", "H", "H", "C", "H", "C", "C", "C", "H", "H", "H", "C", "C", "H", "C", "C", "C", "H", "H", "C", "H", "H", "H", "C", "H", "H", "C", "H", "C", "Au", "H", "H", "C"], "xyz": [[1.66, -4.68, -2.30], [-1.77, -4.36, -4.10], [-5.74, 1.48, -2.51], [-3.53, -2.15, 2.18], [3.45, 0.32, -0.74], [-1.35, -2.38, -3.39], [2.48, 0.39, -2.68], [4.04, -2.03, 3.26], [-0.30, 0.99, 2.71], [-2.42, -2.92, 4.17], [5.31, 2.05, -1.86], [1.02, 3.65, 1.23], [0.05, 3.06, -0.17], [2.47, -3.71, -2.86], [1.57, -0.95, 2.66], [-2.06, -1.92, -1.13], [-3.74, 0.96, 2.00], [1.13, -3.23, -0.47], [-2.43, -4.09, -2.08], [3.00, 3.57, 2.08], [1.23, -0.93, 4.78], [-0.09, 2.46, -3.09], [6.25, 2.04, 0.07], [-1.69, 3.47, 0.16], [2.19, -0.75, -0.09], [-4.23, 0.50, -1.36], [-1.97, 2.87, 1.03], [-0.01, -0.32, 2.13], [-5.23, 1.94, 0.82], [2.48, -1.17, 1.63], [0.99, -4.45, -1.10], [-3.85, -0.08, -2.19], [-3.00, -3.56, -0.09], [-1.64, 5.56, -0.45], [5.43, 1.67, -0.53], [-1.19, 3.82, -2.88], [-5.29, 1.37, -1.54], [-2.37, -1.48, 1.79], [-1.25, -1.49, 2.64], [-2.53, -3.23, -1.01], [-6.62, 2.75, -0.59], [-2.30, -0.73, 0.18], [-1.94, 4.96, 0.40], [-5.79, 2.08, -0.45], [-4.45, -3.39, 3.66], [2.63, -2.49, -2.23], [-1.12, -0.47, -2.45], [3.01, -3.91, -3.78], [3.31, -1.75, -2.64], [0.51, 5.00, -1.47], [3.31, 0.74, -2.07], [4.14, 1.90, -3.66], [0.46, 3.40, 2.13], [1.04, 4.74, 1.15], [0.30, 4.03, -3.79], [2.39, 2.01, 1.54], [1.97, -2.25, -1.02], [0.37, -5.22, -0.66], [-3.00, 5.13, 0.57], [-5.64, 2.49, 1.65], [3.42, -1.91, 5.31], [-1.84, -3.67, -3.27], [4.43, -1.97, 1.16], [3.15, -1.72, 4.28], [4.50, 0.81, 0.04], [0.61, 3.93, -1.66], [5.00, -2.48, 3.49], [1.56, -5.64, -2.79], [6.04, 2.72, -2.30], [1.91, -1.18, 3.98], [-3.68, 0.33, -0.07], [-0.42, -2.24, 4.47], [-1.46, -1.50, -2.32], [-0.14, 3.53, -2.92], [-4.17, 1.07, 1.01], [-2.44, -3.49, 5.09], [2.98, 3.20, 0.36], [2.43, 3.08, 1.30], [1.68, 3.73, -1.74], [4.60, 0.54, 1.08], [0.63, -3.06, 0.48], [4.24, 1.59, -2.63], [-2.82, -5.10, -2.00], [-0.90, -2.05, -4.32], [-1.27, -2.22, 3.82], [-4.41, -2.13, 1.54], [3.72, -1.75, 1.94], [0.25, 0.75, -0.49], [-1.41, 5.32, 1.28], [-2.28, 3.11, -0.69], [-3.55, -2.87, 3.36]], "total_charge": 3, "s_squared": 2.02, "spin_multiplicity": 3, "total_energy_ha": -3258.48202, "largest_force_ev_per_a": 0.86}


{"formula": "C42H43BN9OPS4Tc", "method": "wB97M-V/def2-TZVPD", "elements": ["C", "H", "N", "H", "C", "H", "H", "H", "H", "C", "C", "H", "C", "C", "H", "H", "C", "C", "C", "S", "H", "C", "C", "C", "C", "H", "C", "H", "H", "C", "C", "H", "H", "H", "H", "N", "H", "C", "H", "C", "H", "H", "C", "N", "C", "H", "C", "C", "H", "H", "N", "H", "B", "C", "C", "C", "C", "Tc", "C", "H", "C", "C", "H", "H", "S", "S", "H", "N", "C", "H", "C", "C", "H", "C", "H", "N", "H", "C", "H", "H", "C", "N", "C", "N", "C", "C", "H", "H", "O", "H", "C", "C", "H", "N", "H", "C", "P", "H", "C", "S", "H", "H"], "xyz": [[5.53, 0.38, 2.36], [-5.03, 5.29, 1.25], [-3.66, 3.05, 0.29], [0.23, -3.40, 5.98], [0.52, -2.62, 5.29], [4.55, 2.39, -0.20], [1.80, 3.95, -4.30], [-2.01, 3.94, 4.13], [4.24, 2.89, -3.55], [4.18, 1.74, -1.00], [-2.11, 2.57, -3.97], [-6.45, 4.89, 0.27], [-2.27, -1.72, -0.38], [-0.47, -2.97, -0.99], [-1.10, 2.33, 2.50], [-1.22, -2.85, 4.03], [-1.01, 3.55, 4.25], [1.55, 2.54, 4.59], [0.10, -1.33, 3.32], [-1.46, 1.73, 0.17], [3.01, 3.29, 2.41], [1.99, -2.49, -0.97], [-0.29, -2.32, 4.21], [4.43, -2.67, -1.39], [-3.13, -2.78, -0.55], [-0.46, 4.60, -3.12], [1.27, -0.61, 3.52], [4.57, -1.59, -1.47], [-4.19, -2.64, -0.38], [-0.49, 2.65, 3.33], [5.98, 1.69, 2.35], [3.83, -0.92, 2.43], [-6.16, -0.53, 1.76], [3.76, 0.84, -0.55], [-2.65, -0.76, -0.09], [-1.63, 0.44, -3.85], [2.98, -0.34, 4.80], [1.03, 3.44, 5.51], [-4.90, 5.28, -0.51], [-6.21, -0.18, 0.72], [2.33, -2.14, 6.33], [6.23, -0.44, 2.39], [-5.84, 2.30, 0.56], [-4.01, 0.75, 0.44], [-1.61, -0.98, -4.17], [-0.73, 3.74, -1.31], [-0.73, 1.09, -3.07], [5.06, 2.73, 2.36], [-6.90, 2.48, 0.67], [1.63, 3.74, 6.36], [3.02, -3.00, -1.65], [5.00, 1.48, -1.67], [-0.31, 3.62, -2.43], [1.23, -3.95, -2.49], [0.79, 2.14, 3.48], [-2.50, 1.36, -4.41], [-3.16, 1.78, 0.32], [0.17, -0.10, 0.41], [-5.31, 1.00, 0.57], [-2.50, 3.55, -4.18], [3.70, 2.46, 2.37], [2.07, -0.90, 4.61], [0.50, -4.47, -3.08], [2.54, 2.14, 4.74], [1.22, 2.09, 0.08], [0.60, 0.33, -2.26], [4.71, -2.99, -0.40], [-0.93, -1.79, -0.56], [3.23, 1.15, 2.37], [-3.28, 1.07, -5.08], [4.16, 0.11, 2.38], [2.09, 3.46, -3.38], [-0.67, -1.25, -4.65], [-1.24, -4.11, -1.10], [7.04, 1.89, 2.35], [-1.02, 2.40, -3.14], [5.03, -3.18, -2.13], [-5.37, 4.78, 0.35], [-7.24, 0.05, 0.49], [-5.86, -1.00, 0.09], [-2.60, -4.02, -0.86], [0.88, -3.06, -1.46], [-0.25, 3.95, 5.34], [3.15, 2.42, -1.78], [3.31, 2.94, -3.02], [-0.72, -0.98, 2.12], [-1.73, -1.58, -3.27], [-2.43, -1.18, -4.85], [-1.90, -1.24, 2.10], [5.41, 3.76, 2.38], [1.70, -1.91, 5.49], [-4.98, 3.34, 0.40], [-3.23, -4.90, -0.93], [1.23, 3.29, -2.36], [-0.79, -5.05, -1.37], [2.57, -3.91, -2.60], [1.43, 0.81, 2.39], [-2.99, 3.79, 0.15], [1.87, 2.63, -1.36], [2.19, -1.31, 0.25], [-0.64, 4.66, 6.05], [3.23, -4.41, -3.28]], "total_charge": 2, "s_squared": 0.77, "spin_multiplicity": 2, "total_energy_ha": -4233.76123, "de_lowest_ev": 0.000, "largest_force_ev_per_a": 2.82}


{"formula": "C42H43Cl2N5O3", "method": "wB97M-V/def2-TZVPD", "elements": ["C", "H", "H", "H", "H", "C", "C", "C", "C", "H", "C", "H", "H", "C", "H", "C", "H", "H", "H", "C", "H", "C", "C", "C", "H", "C", "C", "N", "H", "C", "O", "H", "H", "C", "Cl", "H", "C", "H", "H", "C", "N", "N", "H", "H", "H", "H", "H", "H", "H", "C", "C", "C", "C", "C", "H", "H", "C", "C", "H", "H", "C", "H", "C", "H", "Cl", "H", "C", "H", "N", "C", "C", "N", "H", "C", "H", "H", "C", "C", "C", "H", "C", "C", "H", "H", "C", "C", "O", "C", "H", "O", "C", "H", "C", "C", "H"], "xyz": [[0.11, 1.15, 1.65], [-3.86, -6.93, 1.62], [-6.23, -4.53, -3.73], [-7.09, -5.24, 1.08], [-4.34, -6.06, -6.63], [-6.07, -4.86, 1.14], [-5.38, -7.75, -3.12], [-1.48, -0.78, 1.37], [-4.57, -6.61, -3.21], [-6.04, -4.46, -5.50], [0.68, -3.17, -3.24], [-0.99, -7.69, -1.50], [-2.39, -3.08, -7.03], [-3.76, -6.28, -2.11], [0.17, -4.46, -1.64], [-2.58, -2.23, -5.04], [-0.42, -7.81, 0.18], [-2.43, -3.56, 1.52], [-1.12, -1.32, -0.80], [-3.22, -1.03, -4.35], [-3.87, -5.03, -4.46], [1.87, -3.36, -1.04], [-4.43, -8.30, -0.98], [-1.29, -7.95, -0.48], [-4.34, -8.98, -0.13], [1.00, -1.16, 1.67], [-0.68, -2.91, -3.49], [-3.56, -1.21, 2.88], [-1.56, -9.01, -0.46], [-3.08, -4.11, -1.03], [-0.54, -2.95, 1.71], [-4.31, -1.02, -4.52], [-5.59, -2.94, 4.62], [-2.91, -7.42, 1.40], [2.24, -2.29, 1.93], [2.00, -1.51, -5.91], [-2.62, -1.05, 2.20], [-3.02, -3.14, -4.63], [-2.92, -1.60, -0.11], [1.23, 0.19, 1.69], [-2.33, -4.57, -3.10], [-1.68, -3.49, -2.62], [2.08, -6.01, -1.75], [-3.84, -3.77, 3.52], [-6.83, -4.01, 5.36], [2.78, -5.08, -3.10], [-0.41, -1.37, -6.52], [2.66, -2.74, -1.48], [1.18, -2.70, -0.50], [-3.93, -4.24, 0.12], [-2.45, -7.08, -0.02], [1.64, -2.61, -4.09], [-1.21, 0.61, 1.30], [-4.23, -4.06, 2.54], [1.22, -5.91, -3.30], [-5.98, -9.44, -1.94], [-2.88, -2.24, -6.54], [-2.17, -3.13, -1.34], [2.71, -2.76, -3.87], [-3.37, -7.15, -5.61], [-5.96, -3.97, 4.72], [-6.81, -5.88, -4.73], [-3.60, -7.18, -1.03], [-2.11, -6.04, 0.00], [2.76, 0.84, 2.02], [-2.55, -1.31, -7.02], [1.84, -5.35, -2.60], [-3.03, -8.50, 1.54], [-3.11, -5.00, -2.09], [-5.27, -4.72, 0.02], [-6.02, -5.13, -4.62], [-3.12, 2.30, 1.78], [-5.11, -7.46, -5.85], [-4.35, -6.68, -5.72], [-2.80, -0.10, -4.76], [2.31, -4.04, -0.30], [-0.36, -1.72, 1.59], [-1.09, -2.33, -4.70], [-5.33, -8.57, -2.00], [-3.96, -2.34, -6.70], [-5.58, -4.47, 2.41], [-4.65, -5.80, -4.50], [-6.05, -7.97, -3.95], [-5.68, -4.97, -0.96], [-3.45, -3.93, 1.41], [1.24, -1.93, -5.24], [-6.45, -4.47, 3.45], [-0.11, -1.83, -5.57], [-5.16, -4.61, 5.11], [0.21, 2.30, 2.08], [-1.98, -1.96, -0.58], [-3.03, -1.06, -3.28], [-2.26, 1.54, 1.54], [1.09, -4.11, -2.10], [-2.17, -7.06, 2.12]], "total_charge": 0, "total_energy_ha": -3045.94233, "de_lowest_ev": 1.328, "largest_force_ev_per_a": 2.85}


{"formula": "C42H43NO10S2", "method": "wB97M-V/def2-TZVPD", "elements": ["O", "C", "C", "H", "H", "H", "C", "C", "C", "C", "H", "O", "C", "O", "C", "C", "C", "C", "N", "C", "H", "H", "C", "H", "H", "C", "H", "H", "C", "H", "S", "H", "C", "C", "O", "C", "C", "H", "H", "C", "O", "O", "H", "H", "H", "C", "C", "C", "H", "C", "C", "H", "H", "H", "C", "H", "H", "C", "C", "C", "C", "O", "C", "H", "C", "H", "H", "C", "C", "H", "H", "H", "H", "H", "C", "O", "H", "H", "H", "O", "H", "C", "C", "C", "S", "H", "C", "H", "H", "C", "H", "C", "H", "H", "H", "O", "C", "H"], "xyz": [[-1.85, -4.29, 1.81], [5.72, -0.95, -2.97], [-4.56, -0.92, -0.55], [6.14, -2.72, 0.57], [6.46, 0.20, 0.43], [6.24, 0.72, -1.60], [-2.90, -2.44, 2.79], [2.75, 3.39, 4.77], [-6.42, -4.91, 2.98], [-3.03, 1.65, -3.59], [-5.20, -7.79, 1.66], [3.87, 3.04, -4.82], [1.40, 1.99, 2.08], [0.91, 1.19, 2.91], [-2.87, -3.83, 2.28], [-6.39, -6.23, 2.55], [-5.42, -0.08, -1.24], [-1.73, -1.68, 2.78], [3.16, -1.04, 1.50], [-3.97, 2.50, -4.36], [3.13, -0.56, 0.60], [6.01, 1.52, -4.33], [5.40, 0.49, -2.35], [4.90, -1.30, -3.69], [-2.53, -1.61, -0.34], [-4.08, -5.97, 1.91], [2.33, -1.60, 1.69], [-4.94, -1.57, 0.23], [0.76, 1.98, 0.60], [-0.84, 0.22, 3.24], [0.46, 0.22, 0.03], [4.90, 4.07, 3.71], [-3.57, 0.75, -2.55], [-5.87, 1.62, -3.00], [5.19, 3.14, 1.86], [5.36, 1.68, -3.41], [-3.20, -0.95, -0.87], [-5.03, -0.13, 4.08], [-3.97, 4.75, -6.91], [-5.34, 2.47, -4.09], [2.43, 2.92, 2.32], [-7.06, 1.62, -2.73], [-0.27, 2.48, 0.73], [-7.28, -6.84, 2.64], [-2.96, 1.22, 4.06], [5.85, -2.02, -1.75], [-4.09, -1.89, 3.27], [-4.11, -0.57, 3.72], [-3.17, -6.39, 1.49], [4.81, 3.03, 3.25], [3.25, 2.58, 3.46], [7.18, 1.18, 1.80], [3.02, 3.50, -4.91], [3.29, 1.47, 3.71], [-5.28, -4.11, 2.88], [5.83, -3.06, -2.26], [1.38, 2.56, -0.15], [-6.21, 3.25, -4.85], [6.20, 0.70, 1.43], [4.43, -1.78, 1.72], [-4.35, 4.11, -6.12], [4.24, 1.71, 0.35], [-3.48, 3.33, -5.37], [-7.28, 3.22, -4.65], [5.15, 1.89, 1.21], [5.79, 2.61, -2.87], [6.69, -0.97, -3.59], [5.01, -2.53, 0.44], [-5.72, 4.06, -5.86], [5.43, 2.29, 3.85], [2.84, 4.53, 4.62], [3.34, 2.56, -2.85], [3.25, 1.11, -4.01], [-6.40, 4.66, -6.45], [-4.93, 0.75, -2.25], [-6.36, -2.22, 3.75], [-0.80, -2.11, 2.42], [6.88, -1.87, -1.30], [3.47, 3.12, 5.62], [4.76, -1.86, -0.82], [-2.41, 3.37, -5.58], [-1.75, -0.37, 3.25], [3.84, 2.06, -3.76], [-2.71, -0.11, -1.86], [5.63, -0.63, 2.57], [-7.33, -4.50, 3.40], [-4.10, -4.65, 2.36], [4.19, -2.60, 2.49], [4.53, -3.57, 0.40], [-5.32, -2.70, 3.33], [-6.48, -0.07, -0.99], [-2.94, 0.19, 3.70], [4.37, 0.43, -1.84], [1.39, -0.10, -0.96], [-1.65, -0.12, -2.10], [-1.83, 1.69, -3.82], [-5.22, -6.76, 2.01], [1.67, 3.16, 5.02]], "total_charge": 0, "smiles": "C[C@H](COC(=O)CS[C@@H](N)COCCCCCO)OC(=O)CS.O=C1c2ccccc2C(=O)c2ccccc21.O=C1c2ccccc2C(=O)c2ccccc21", "total_energy_ha": -3229.69040, "largest_force_ev_per_a": 4.55}